(1)
DFT (the ωB97M-V functional and the def2-TZVPD basis) results for a gas-phase ion, C6H11Cl2N2 (charge +1).

The calculation puts the total energy at -1264.751463 Eh. For the highest occupied orbital energy (spin up / spin down), the calculation gives -0.4777 / -0.4777 hartree. Its HOMO-LUMO gap (spin up / spin down) is 8.67 / 8.67 eV. As for the SMILES: C=[N+](C)/C(Cl)=C(/Cl)N(C)C.

```
! RIJCOSX wB97M-V def2-TZVPD def2/J DEFGRID3
* xyz 1 1
C 0.83 -0.97 -0.39
N -0.37 -1.53 -0.15
C -0.66 -2.72 0.56
C -1.37 -0.56 -0.19
Cl -3.04 -1.03 -0.33
C -1.06 0.75 0.13
Cl -2.01 2.16 0.28
N 0.32 1.00 -0.08
C 0.98 1.64 1.07
C 0.63 1.65 -1.32
H 1.69 -1.29 0.17
H 0.89 -0.64 -1.45
H 0.11 -2.77 1.32
H -1.67 -2.54 1.00
H -0.68 -3.71 0.03
H 2.12 1.84 0.96
H 0.39 2.60 1.22
H 0.81 0.98 1.95
H 1.65 1.54 -1.46
H 0.19 1.03 -2.18
H 0.25 2.59 -1.14
*
```



(2)
DFT (the ωB97M-V functional and the def2-TZVPD basis) results for 2 unconnected molecules or ions with the total composition C2H9N2O.

The calculation puts the total energy at -266.121164 Eh. For the highest occupied orbital energy, the calculation gives -0.5547 hartree. Its HOMO-LUMO gap is 11.68 eV.

```
! RIJCOSX wB97M-V def2-TZVPD def2/J DEFGRID3
* xyz 1 1
C 1.91 -0.69 -1.56
N -0.53 -0.38 1.14
C 0.33 -0.77 0.23
N 0.73 -0.15 -0.87
H 1.62 -1.33 -2.39
H 2.39 0.18 -2.02
H 2.58 -1.22 -0.91
H -1.30 0.29 1.00
H -0.47 -0.92 2.00
H 0.97 -1.59 0.52
H 0.14 0.59 -1.21
H -2.99 2.19 2.09
H -2.80 2.13 0.58
O -2.58 1.69 1.40
*
```



(3)
DFT (the ωB97M-V functional and the def2-TZVPD basis) results for 2 unconnected molecules or ions with the total composition C28H26IO6.

The calculation puts the total energy at -1831.370673 Eh. For the highest occupied orbital energy, the calculation gives -0.3982 hartree. Its HOMO-LUMO gap is 6.12 eV.

```
! RIJCOSX wB97M-V def2-TZVPD def2/J DEFGRID3
* xyz 1 1
C 0.18 -5.02 3.73
O -0.42 -3.77 4.13
C 0.17 -2.60 3.77
C -0.39 -1.42 4.32
C 0.15 -0.20 4.03
C 1.21 -0.05 3.08
C 1.62 1.26 2.71
C 2.07 1.68 1.42
C 2.15 3.09 1.15
C 2.59 3.53 -0.09
C 3.05 2.60 -1.05
O 3.56 3.18 -2.18
C 3.48 4.66 -1.98
C 2.72 4.89 -0.67
C 2.97 1.22 -0.81
C 2.44 0.78 0.38
C 1.86 -1.26 2.67
C 1.31 -2.50 2.95
H -0.34 -5.77 4.33
H 0.01 -5.21 2.66
H 1.26 -5.04 3.95
H -1.22 -1.55 5.01
H -0.24 0.69 4.52
H 1.35 2.06 3.40
H 1.84 3.82 1.89
H 4.51 5.04 -1.92
H 2.97 5.09 -2.84
H 1.74 5.34 -0.87
H 3.26 5.55 0.01
H 3.32 0.54 -1.58
H 2.28 -0.29 0.50
H 2.84 -1.22 2.19
H 1.79 -3.40 2.56
C 4.73 2.15 7.82
C 3.34 1.56 7.68
C 2.76 1.16 9.04
O 2.40 2.51 7.09
C 2.65 2.87 5.79
O 2.22 3.92 5.37
C 3.40 1.91 4.98
I 4.79 2.62 3.62
C 5.14 4.74 3.90
C 4.19 5.68 3.49
C 4.53 7.05 3.60
C 5.76 7.45 4.12
C 6.68 6.47 4.53
C 6.39 5.11 4.39
C 3.69 0.59 5.50
O 4.20 -0.31 4.84
O 3.37 0.38 6.84
H 5.13 2.50 6.86
H 4.71 2.98 8.53
H 5.39 1.37 8.23
H 1.76 0.73 8.91
H 3.41 0.42 9.52
H 2.68 2.04 9.69
H 3.23 5.37 3.10
H 3.81 7.79 3.26
H 6.00 8.50 4.21
H 7.64 6.77 4.95
H 7.13 4.34 4.62
*
```



(4)
DFT (the ωB97M-V functional and the def2-TZVPD basis) results for 2 unconnected molecules or ions with the total composition C12H18Br2Cl2IN3O5PS.

The calculation puts the total energy at -8113.919820 Eh. For the highest occupied orbital energy, the calculation gives -0.4378 hartree. Its HOMO-LUMO gap is 7.15 eV.

```
! RIJCOSX wB97M-V def2-TZVPD def2/J DEFGRID3
* xyz 1 1
C 3.78 -0.54 1.45
S 2.82 0.55 0.38
O 3.15 0.22 -0.98
O 3.23 1.90 0.65
C 1.04 0.27 0.55
C 0.58 -1.02 0.25
Br 1.76 -2.40 -0.29
C -0.79 -1.33 0.32
P -1.35 -3.05 -0.16
N -2.86 -3.32 -0.04
O -0.57 -4.03 0.84
O -0.86 -3.34 -1.68
C -1.64 -0.32 0.72
N -3.01 -0.62 0.77
N -1.17 0.92 1.02
C -2.19 1.92 1.41
C -2.99 2.49 0.19
C -2.62 3.94 -0.15
I -3.26 5.31 1.38
C 0.14 1.22 0.94
C 0.65 2.63 1.23
C 1.00 3.37 -0.08
O 1.67 4.35 -0.08
Br 0.32 2.65 -1.80
H 4.62 0.00 1.90
H 4.20 -1.31 0.79
H 3.15 -1.08 2.17
H -3.20 -3.61 -0.96
H -1.27 -4.55 1.27
H -0.57 -2.53 -2.12
H -3.52 -0.07 0.08
H -3.38 -0.48 1.70
H -2.94 1.46 2.05
H -1.80 2.76 1.97
H -2.91 1.86 -0.70
H -4.05 2.51 0.47
H -1.56 4.11 -0.35
H -3.15 4.21 -1.07
H 1.53 2.52 1.87
H -0.05 3.27 1.78
C 3.66 -4.25 -3.66
Cl 2.91 -2.66 -3.77
Cl 3.86 -4.76 -1.98
H 3.02 -4.97 -4.17
H 4.63 -4.22 -4.14
*
```



(5)
DFT (the ωB97M-V functional and the def2-TZVPD basis) results for a molecular structure, C25H49Cl3N5NiO3Si.

The calculation puts the total energy at -4660.015731 Eh. For the highest occupied orbital energy (spin up / spin down), the calculation gives -0.1208 / -0.1195 hartree. Its HOMO-LUMO gap (spin up / spin down) is 5.68 / 5.64 eV. As for the expectation value of S²: 2.006.

```
! RIJCOSX wB97M-V def2-TZVPD def2/J DEFGRID3
* xyz -1 3
C 3.65 -0.51 -2.69
C 4.01 0.37 -1.53
H 3.95 -0.08 -3.65
H 2.56 -0.69 -2.70
H 4.13 -1.49 -2.60
C 4.94 1.31 -1.54
C 5.75 1.74 -2.73
H 5.18 1.86 -0.62
H 5.40 1.26 -3.66
H 6.81 1.48 -2.59
H 5.70 2.84 -2.87
Ni -0.06 -1.28 0.57
Cl 1.74 -2.46 1.11
Cl -0.22 -1.88 -1.45
H -5.87 -1.90 1.57
H -4.91 -3.88 0.40
C -5.60 -1.28 0.72
C -4.60 -3.23 -0.43
N -4.47 -1.86 0.04
H -5.35 -0.27 1.06
C -3.40 -1.10 -0.28
O -3.23 0.06 0.09
H -3.64 -3.56 -0.83
H -2.65 -1.64 -0.91
H -6.47 -1.23 0.05
H -5.36 -3.30 -1.22
H 1.33 1.57 -2.71
H 3.03 3.30 -1.73
C 0.49 2.23 -2.45
C 2.15 3.95 -1.83
N 0.93 3.25 -1.51
H -0.30 1.63 -2.00
C 0.27 3.48 -0.36
O -0.70 2.82 0.05
H 2.25 4.80 -1.14
H 0.68 4.34 0.21
H 0.13 2.71 -3.37
H 2.11 4.32 -2.86
O 1.92 0.87 -0.59
C 3.06 0.27 -0.33
C 3.46 2.09 1.38
C 3.62 0.75 1.03
H 2.98 2.75 0.66
C 3.88 2.55 2.63
H 2.89 -0.81 -0.18
C 4.14 -0.15 1.96
H 3.74 3.61 2.87
C 4.45 1.66 3.54
C 4.59 0.31 3.20
H 4.15 -1.20 1.68
H 4.77 2.03 4.52
H 5.03 -0.39 3.92
Si -1.87 -2.36 -5.55
Cl 0.13 -1.71 -5.50
C -2.90 -0.83 -5.81
C -2.05 -3.31 -3.97
C -2.27 -3.51 -6.98
H -2.51 0.03 -5.26
H -3.94 -1.00 -5.49
H -2.93 -0.56 -6.87
H -2.30 -2.99 -7.94
H -3.26 -3.93 -6.81
H -1.56 -4.34 -7.06
H -1.70 -2.70 -3.12
H -1.41 -4.21 -3.97
H -3.07 -3.64 -3.75
C 0.33 2.74 2.97
N 0.16 1.45 3.60
C -0.08 1.48 5.04
C -0.08 0.33 2.88
N -0.21 0.29 1.57
N -0.27 -0.83 3.62
C 0.84 -1.36 4.41
C -1.08 -1.85 2.99
H 0.34 3.48 3.78
H -0.48 2.96 2.26
H 1.30 2.79 2.44
H -0.66 0.59 5.33
H 0.86 1.52 5.61
H -0.64 2.39 5.28
H -0.15 1.19 1.09
H 0.42 -2.08 5.13
H 1.58 -1.88 3.77
H 1.33 -0.56 4.96
H -1.95 -1.37 2.52
H -0.51 -2.43 2.23
H -1.42 -2.52 3.77
*
```



(6)
DFT (the ωB97M-V functional and the def2-TZVPD basis) results for a molecular structure, C28H43BCuN4O2.

The calculation puts the total energy at -3127.511864 Eh. For the highest occupied orbital energy, the calculation gives -0.0886 hartree. Its HOMO-LUMO gap is 4.63 eV.

```
! RIJCOSX wB97M-V def2-TZVPD def2/J DEFGRID3
* xyz -1 1
Cu -1.88 0.31 0.04
N -4.29 4.57 -2.11
C -4.57 3.60 0.99
C -3.93 2.45 0.22
N -3.02 1.61 1.05
H -5.00 4.28 0.26
H -4.99 3.90 -2.44
H -4.26 5.24 -2.88
H -5.32 3.25 1.71
H -3.80 4.16 1.53
H -3.38 2.86 -0.63
H -4.69 1.79 -0.19
H -3.56 1.16 1.78
H -2.37 2.24 1.52
C 0.47 -5.60 6.49
C 1.04 -5.47 5.08
C 0.88 -6.83 4.38
C 2.53 -5.14 5.20
C 0.33 -4.39 4.26
C -0.71 -3.63 4.77
C -1.36 -2.64 4.02
C -0.93 -2.45 2.73
O -1.37 -1.57 1.79
B -0.59 -1.78 0.60
O 0.34 -2.82 0.92
C 0.12 -3.20 2.20
C 0.75 -4.17 2.94
H 1.01 -6.38 7.03
H -0.59 -5.87 6.48
H 0.58 -4.67 7.05
H 1.38 -7.62 4.96
H 1.31 -6.82 3.38
H -0.17 -7.10 4.29
H 3.05 -5.90 5.78
H 2.67 -4.17 5.69
H 3.00 -5.08 4.22
H -1.05 -3.79 5.79
H -2.17 -2.06 4.43
H 1.56 -4.74 2.50
C 1.66 -0.94 -1.02
C 0.29 -0.69 -1.66
C 0.30 -1.36 -3.04
C -0.90 -1.22 -0.80
C 0.10 0.82 -1.85
C 0.49 2.63 -1.18
C -0.22 3.92 -1.27
C -1.33 3.73 -2.01
C -1.70 2.45 -2.66
C -1.12 1.24 -2.67
H 1.77 -1.98 -0.75
H 1.79 -0.34 -0.11
H 2.48 -0.68 -1.71
H 0.63 -2.40 -2.94
H 0.99 -0.85 -3.72
H -0.69 -1.38 -3.49
H -1.24 -2.17 -1.23
H 2.16 1.45 -1.69
H 0.10 4.87 -0.88
H -2.08 4.50 -2.18
H -2.60 2.58 -3.26
H -1.57 0.48 -3.30
N -0.10 1.62 -0.62
C 1.28 1.82 -2.22
N 1.66 2.14 -3.56
C 1.18 3.34 -4.23
C 1.94 4.62 -3.80
C 3.27 4.25 -3.14
C 3.94 3.14 -3.94
C 3.05 1.87 -3.91
H 0.12 3.45 -4.06
H 1.32 3.17 -5.31
H 1.33 5.21 -3.13
H 2.14 5.24 -4.69
H 3.08 3.90 -2.12
H 3.92 5.12 -3.06
H 4.93 2.91 -3.56
H 4.06 3.49 -4.97
H 3.45 1.15 -3.19
H 3.08 1.38 -4.89
*
```



> What is the total energy in the second record?

-266.121164 Eh